The following is a DFT calculation (ωB97M-V/def2-TZVPD) of one molecule with the formula C2H2N4O2.

Cartesian coordinates (Å):
O (1.927, -1.422, 0.292)
C (1.471, -0.353, 0.049)
O (1.851, 0.942, -0.241)
N (-0.083, -0.305, -0.178)
N (-0.545, 0.888, 0.067)
C (-1.908, 0.475, 0.136)
N (-2.111, -0.796, -0.059)
N (-0.889, -1.333, -0.390)
H (2.917, 0.754, -0.396)
H (-2.631, 1.151, 0.720)

Calculated values
E_tot = -12158.760 eV
net charge = 0
2S+1 = 1
highest occupied orbital energy = -10.8 eV
SMILES string = O=C(O)n1ncnn1
maximum force = 6.232 eV/A

Atomic partial charges in e from the Mulliken method, atoms 1 to 8: O -0.400; C 0.557; O -0.398; N 0.907; N -0.647; C -0.034; N -0.261; N -0.420


The following is a DFT calculation (ωB97M-V/def2-TZVPD) of one molecule with the formula C4H7FO.

Cartesian coordinates (Å):
F (1.849, 0.545, -0.230)
C (0.804, -0.305, 0.180)
C (-0.108, 0.415, 1.141)
C (-1.466, -0.049, 0.679)
O (-1.307, -0.068, -0.714)
C (0.083, -0.555, -1.026)
H (1.250, -1.181, 0.673)
H (0.012, 1.437, 0.777)
H (0.235, 0.446, 2.134)
H (-2.357, 0.550, 0.838)
H (-1.694, -1.123, 0.916)
H (0.085, -1.605, -1.489)
H (0.403, 0.080, -1.907)

Calculated values
E_tot = -9025.150 eV
net charge = 0
2S+1 = 1
highest occupied orbital energy = -9.8 eV
SMILES string = F[C@H]1CCOC1
maximum force = 5.416 eV/A

Atomic partial charges in e from the Mulliken method, atoms 1 to 8: F -0.361; C 0.443; C -0.712; C -0.312; O -0.429; C -0.514; H 0.269; H 0.231


The following is a DFT calculation (ωB97M-V/def2-TZVPD) of a 3-piece molecular cluster, C4H12O2 overall.

Cartesian coordinates (Å):
C (-0.674, 1.632, -0.173)
C (0.089, 0.503, -0.270)
C (-0.253, -0.693, -1.044)
C (1.330, 0.332, 0.545)
H (-0.165, 2.423, 0.363)
H (-1.328, 2.209, -0.786)
H (-0.343, -1.415, -0.141)
H (0.473, -1.099, -1.739)
H (-1.125, -0.538, -1.705)
H (1.843, -0.714, 0.375)
H (1.079, 0.320, 1.717)
H (2.118, 1.056, 0.544)
O (0.554, 2.336, -2.501)
H (0.654, 1.441, -2.650)
H (1.386, 2.701, -2.628)
O (-1.681, -3.263, 3.121)
H (-1.778, -4.178, 2.985)
H (-2.179, -3.052, 3.987)

Calculated values
E_tot = -8435.179 eV
net charge = 0
2S+1 = 1
highest occupied orbital energy = -8.5 eV
SMILES string = C=C(C)C.O.O
maximum force = 4.344 eV/A

Atomic partial charges in e from the Mulliken method, atoms 1 to 8: C -0.742; C 0.792; C -1.285; C -1.279; H 0.247; H 0.353; H 0.300; H 0.365


The following is a DFT calculation (ωB97M-V/def2-TZVPD) of one molecule with the formula C5H7N.

Cartesian coordinates (Å):
C (0.374, -0.318, 1.369)
C (-0.408, -0.546, 0.091)
C (-1.094, 0.630, -0.493)
C (0.001, -0.010, -1.308)
C (1.363, 0.398, -1.117)
N (2.392, 0.561, -0.610)
H (1.124, -1.085, 1.608)
H (-0.484, -0.392, 2.040)
H (0.831, 0.670, 1.506)
H (-0.892, -1.517, 0.127)
H (-0.904, 1.603, -0.051)
H (-2.100, 0.474, -0.860)
H (-0.272, -0.491, -2.252)

Calculated values
E_tot = -6786.963 eV
net charge = 0
2S+1 = 1
highest occupied orbital energy = -10.2 eV
SMILES string = C[C@H]1C[C@H]1C#N
maximum force = 1.189 eV/A

Atomic partial charges in e from the Mulliken method, atoms 1 to 8: C -1.465; C 0.221; C -0.650; C -0.267; C 0.307; N -0.517; H 0.337; H 0.394


The following is a DFT calculation (ωB97M-V/def2-TZVPD) of C5H7O3Rb as an isolated structure.

Cartesian coordinates (Å):
C (-0.828, 0.287, -0.343)
C (-0.117, 0.902, 0.659)
C (-0.706, 2.001, 1.340)
O (-0.341, 2.448, 2.451)
Rb (-0.695, 5.492, 5.404)
H (0.838, 0.531, 1.067)
H (-1.497, 2.536, 0.776)
O (-0.356, -0.168, -2.964)
C (-0.088, -0.529, -1.612)
H (-1.187, 0.313, -2.903)
H (-0.635, -1.489, -1.516)
H (0.988, -0.291, -1.491)
C (1.162, -3.044, -0.222)
O (2.320, -3.295, 0.001)
H (0.600, -3.599, -1.007)
H (0.542, -2.094, 0.360)

Calculated values
E_tot = -12089.044 eV
net charge = 0
2S+1 = 1
highest occupied orbital energy = -4.9 eV
maximum force = 3.821 eV/A

Atomic partial charges in e from the Mulliken method, atoms 1 to 8: C -0.373; C -0.305; C -0.294; O -0.661; Rb 0.978; H 0.354; H 0.343; O -0.446


The following is a DFT calculation (ωB97M-V/def2-TZVPD) of a 2-piece molecular cluster, C2H4INS overall.

Cartesian coordinates (Å):
C (0.442, 0.994, -0.338)
N (-0.736, 0.328, -0.022)
C (-1.703, 0.261, 0.709)
S (-3.005, -0.043, 1.528)
H (0.757, 0.636, -1.278)
H (0.244, 2.124, -0.327)
H (1.240, 0.770, 0.246)
I (1.705, -2.560, -0.927)
H (1.055, -2.510, 0.409)

Calculated values
E_tot = -22563.718 eV
net charge = 0
2S+1 = 1
highest occupied orbital energy = -9.2 eV
SMILES string = CN=C=S.I
maximum force = 4.226 eV/A

Atomic partial charges in e from the Mulliken method, atoms 1 to 8: C -0.821; N -0.225; C 0.417; S -0.365; H 0.286; H 0.311; H 0.392; I -0.081